C2H8OSi | ωB97M-V/def2-TZVPD

Values from the calculation:
* frontier orbital gap (spin up / spin down): 0.3040 / 0.3465 hartree
* total charge: 0

Geometry as XYZ:
```
12
Properties=species:S:1:pos:R:3:forces:R:3:lowdin_charge:R:1
C -1.152 0.929 -1.723 0.6 0.2 -2.3 0.1038
C 0.583 -1.480 -0.161 -0.6 1.4 2.7 -0.0734
O 1.286 0.953 0.863 -1.1 -1.5 -1.0 -0.2583
Si 0.396 -0.386 1.373 1.5 0.8 -1.1 0.4810
H -0.992 0.256 -2.556 0.0 0.4 -0.1 0.0007
H -1.408 0.498 -0.847 -0.9 -1.2 2.7 -0.0879
H -0.968 1.971 -1.742 0.2 0.7 -0.3 -0.0115
H 0.595 -1.067 -1.134 0.2 0.1 -0.8 -0.0307
H 0.081 -2.369 0.084 -0.4 -1.7 -0.7 -0.0389
H 1.491 1.590 1.503 0.5 1.5 1.4 -0.0025
H 1.121 -0.837 2.610 -0.5 -0.3 -0.3 -0.0424
H -1.033 -0.057 1.731 0.4 -0.2 -0.2 -0.0402
```
Positions in Å, forces in eV/Å.



C2H8P2S | ωB97M-V/def2-TZVPD

Values from the calculation:
* frontier orbital gap: 0.2920 hartree
* SMILES: CS[P@H](C)=P
* total charge: 0

Geometry as XYZ:
```
13
Properties=species:S:1:pos:R:3:forces:R:3:lowdin_charge:R:1
C -1.378 -1.986 -0.186 0.3 -1.7 3.1 -0.5166
S 0.013 -1.280 -1.091 0.8 0.1 -0.2 0.4525
P 0.485 0.778 -0.513 0.3 1.1 0.7 0.1659
C 1.387 0.863 1.151 -2.8 2.2 -0.5 -0.3082
P -0.914 2.364 -0.584 0.7 -0.9 -0.9 0.2774
H -1.331 -1.830 0.973 -0.1 0.3 -2.2 0.0668
H -1.380 -3.139 -0.201 0.7 1.7 -0.5 0.0578
H -2.331 -1.730 -0.577 -0.7 0.7 -0.2 -0.0017
H 1.667 0.983 -1.387 -1.3 -0.7 0.6 -0.0017
H 1.167 1.815 1.724 0.3 -0.7 -1.3 0.0599
H 1.071 0.151 1.838 -0.4 -1.9 0.9 -0.0011
H 2.379 0.789 0.892 2.4 -0.2 -0.1 -0.0122
H -0.833 2.222 -2.038 -0.3 0.1 0.7 -0.2389
```
Positions in Å, forces in eV/Å.



C2H8S2Si | ωB97M-V/def2-TZVPD

Values from the calculation:
* frontier orbital gap: 0.3354 hartree
* total charge: 0

Geometry as XYZ:
```
13
Properties=species:S:1:pos:R:3:forces:R:3:lowdin_charge:R:1
C -1.258 1.014 1.986 -2.4 -1.6 0.4 -0.3566
C -0.360 -1.522 0.689 0.9 -0.2 1.5 -0.8933
Si 1.031 0.292 -2.811 -2.1 -0.6 0.3 0.5505
S 0.596 -1.675 2.132 -1.5 3.0 0.0 0.6823
S -1.247 -0.169 0.569 -1.6 0.9 -1.0 0.7020
H -1.696 2.013 1.841 -0.8 -0.9 -0.3 0.0565
H -0.297 1.251 2.099 4.2 0.8 0.8 -0.0418
H -1.574 0.437 2.888 -0.1 0.8 -0.6 0.0543
H 2.040 1.292 -3.033 0.6 0.5 -0.1 -0.1646
H 1.646 -1.102 -2.704 -0.4 0.9 0.3 -0.1129
H 0.079 0.247 -3.999 0.6 0.0 0.4 -0.1296
H 0.057 0.775 -1.656 1.3 -0.7 -1.0 -0.1359
H 0.985 -2.852 1.998 1.0 -3.0 -0.6 -0.2109
```
Positions in Å, forces in eV/Å.



C2H8S2Si | ωB97M-V/def2-TZVPD

Values from the calculation:
* frontier orbital gap (spin up / spin down): 0.2531 / 0.2786 hartree
* total charge: 0
* 2S+1: 3

Geometry as XYZ:
```
13
Properties=species:S:1:pos:R:3:forces:R:3:mulliken_spin:R:1
C -1.810 -1.353 -1.321 -0.1 0.8 -0.2 0.1107
C -2.030 0.562 1.052 0.3 1.6 -1.3 1.4601
Si 2.880 0.296 0.539 0.4 -0.9 2.6 -0.0026
S -1.547 1.991 0.233 0.0 0.3 0.4 0.1772
S -2.112 -0.963 0.466 -0.5 -3.0 1.0 0.2014
H -1.447 -0.400 -1.771 0.1 -1.0 0.0 -0.0047
H -2.818 -1.596 -1.804 1.6 0.0 0.7 0.0153
H -1.019 -2.186 -1.254 -1.5 1.4 -0.6 0.0097
H 3.541 -0.947 0.168 0.0 -0.3 -0.9 0.0002
H 2.028 1.038 -0.320 0.0 0.7 -1.2 0.0027
H 4.071 0.996 1.235 -1.2 0.0 -0.5 0.0001
H 1.789 -0.237 1.475 0.8 0.5 0.0 0.0016
H -1.527 2.800 1.302 0.1 0.1 0.0 0.0285
```
Positions in Å, forces in eV/Å.



Ordered max |F| results: 3.1 3.5 4.4 3.2; unit eV Å⁻¹.
Ordered molecular weight results: 76.171 126.101 124.306 124.306; unit Da.